ORCA calculation (ωB97M-V/def2-TZVPD) on a molecular structure, C15H29BeBr3CaF5N3O18S at a distorted geometry.

```
76
Properties=species:S:1:pos:R:3:forces:R:3
O 4.649 3.485 -1.261 0.8578 -0.2040 0.6735
S 3.329 3.947 -0.983 0.2055 -0.9810 -0.7595
O 2.611 4.517 -2.059 -1.0510 0.9111 -0.3710
C 2.379 2.538 -0.419 -0.9738 -0.5181 0.9082
C 3.052 1.760 0.720 1.0424 1.0793 1.0553
N 3.354 0.307 0.487 -0.1942 1.6555 -2.1584
C 2.292 -0.526 1.145 1.7017 0.2865 3.2394
C 3.023 -1.807 1.690 -0.4314 -1.4915 -0.4321
O 2.839 -2.910 0.869 -0.1422 0.4363 -0.3848
C 3.699 -2.880 -0.277 0.6909 -0.3099 -0.0090
O 3.163 -3.577 -1.317 -0.2005 0.0751 0.0637
C 3.458 -4.971 -1.240 -0.0719 -1.3253 -0.0596
C 3.191 -5.650 -2.567 -0.0915 0.2001 0.0883
O 1.929 -5.238 -3.122 -0.0275 0.2371 -0.2737
C 1.055 -0.787 0.307 0.3433 1.4269 -0.6608
F 0.386 -1.822 0.698 -0.5913 -1.3288 0.9809
F 1.504 -1.009 -0.933 0.1781 0.0240 -0.9274
C 0.036 0.404 0.223 0.3584 0.2212 0.2861
F -0.224 0.665 -1.086 0.1524 -0.0542 -0.3784
F -1.111 0.068 0.796 -0.7466 -0.3499 0.4174
C 2.110 0.390 2.422 -0.5142 0.4467 -1.9170
O 2.438 1.743 1.969 -0.4645 -0.0962 0.1130
H 3.364 4.817 0.070 -0.1224 -0.2926 -0.0003
H 2.206 1.876 -1.273 0.2576 0.4942 -0.2235
H 1.386 2.907 -0.147 0.1302 0.1042 0.2089
H 4.014 2.268 0.877 0.1684 -0.3969 -0.2009
H 4.286 0.221 0.899 -0.2206 -1.0091 0.1982
H 3.476 0.194 -0.531 -0.1094 -0.6369 0.0782
H 2.633 -2.072 2.674 -0.1473 0.1001 -0.0387
H 4.107 -1.638 1.824 -0.1628 0.4203 0.1417
H 4.679 -3.297 -0.001 -0.0850 0.0808 0.1564
H 3.814 -1.842 -0.632 -0.0039 -0.0166 0.0396
H 2.860 -5.483 -0.479 -0.1823 0.5101 0.1593
H 4.527 -5.143 -0.996 0.2337 0.0201 -0.0072
H 4.020 -5.471 -3.255 -0.1050 0.0733 -0.0811
H 3.116 -6.722 -2.375 0.3184 -0.0180 0.0161
H 2.054 -5.018 -4.050 0.0337 -0.0984 0.1659
H 0.362 1.324 0.706 0.2390 0.0248 -0.0970
H 2.791 0.005 3.176 -0.1828 0.4334 0.3810
H 1.076 0.528 2.721 0.0243 -0.8304 0.5695
F 6.272 -5.495 -1.039 -0.2026 0.2314 -0.1719
Be -1.609 2.609 -1.308 -0.2256 0.3385 -0.0965
N -4.761 3.675 -2.976 2.0468 -0.3498 0.4717
O -4.113 4.678 -2.655 -0.6957 0.2539 -0.1032
O -5.569 3.151 -2.156 -1.2395 0.6654 -0.4875
O -4.654 3.196 -4.126 -1.1086 0.3940 -0.3510
O 1.691 -1.868 4.910 -0.0020 0.3247 0.1545
H 2.322 -2.041 5.618 0.1097 -0.1635 -0.1968
H 0.832 -2.074 5.302 -0.1989 -0.0887 -0.1828
C 2.489 -0.094 -4.283 -0.1776 -0.4652 -0.1078
Br 2.981 -0.161 -6.148 0.0186 0.1029 0.1214
Br 2.597 -1.813 -3.436 0.2398 0.0851 -0.2823
Br 3.531 1.232 -3.324 0.1872 -0.1423 -0.2615
H 1.457 0.227 -4.241 0.0534 0.1152 -0.0184
O -1.366 -2.076 5.466 -0.0731 0.2529 0.2293
H -2.055 -2.720 5.659 0.1584 -0.1081 -0.0824
H -1.772 -1.475 4.834 0.0917 -0.1270 -0.0945
C -1.090 -4.253 1.770 -0.0798 0.0835 0.0155
O -1.295 -3.519 2.731 0.0055 0.1249 0.1461
O -0.089 -5.003 1.632 0.0378 -0.0521 -0.0802
O -1.842 -4.373 0.771 0.0863 -0.0976 -0.0967
Ca -6.800 4.691 -3.671 0.5618 -0.8321 0.6840
C -11.995 6.178 -0.881 0.0317 -0.2239 -0.3319
C -10.546 6.380 -1.221 -0.0241 0.0619 0.0911
O -10.036 5.810 -2.170 0.4669 -0.1588 -0.2147
C -9.756 7.313 -0.344 0.2179 -0.1445 -0.2570
H -12.441 5.485 -1.591 0.0083 0.0127 0.0135
H -12.085 5.761 0.123 -0.0377 0.1750 0.0662
H -12.526 7.129 -0.935 0.0100 0.0133 0.1927
H -9.752 6.945 0.683 -0.1260 0.1311 0.0432
H -10.192 8.312 -0.375 -0.0737 -0.0311 0.1676
H -8.728 7.369 -0.700 -0.0103 0.0209 0.0250
N 4.243 -4.825 3.200 -0.1681 -0.1049 0.0701
O 4.121 -5.288 2.063 -0.0081 0.0281 -0.0661
O 4.661 -3.653 3.356 -0.0035 0.3286 -0.0369
O 3.942 -5.507 4.190 0.0093 0.0423 0.0680
```
Forces are in eV/Å.

Output
**Net charge**: 0
**Energy**: -11418.58410 hartree

=====

ORCA calculation (ωB97M-V/def2-TZVPD) on 2 unconnected molecules or ions with the total composition C4H4S at a distorted geometry.

```
9
Properties=species:S:1:pos:R:3:forces:R:3
C -1.782 -0.999 1.817 -0.2023 -0.5921 0.0561
C -1.543 -0.867 0.555 0.2471 -0.3322 -1.0665
C 3.390 -1.482 0.331 -0.5365 0.3350 0.4919
C 2.520 -0.913 -0.268 0.8231 -0.1042 -0.0973
S -1.201 -0.777 -0.974 -0.3235 0.1081 0.7429
H -2.265 -1.787 2.346 -0.7365 -0.8718 -0.5519
H 4.035 -1.866 1.082 0.2176 -0.2865 -0.1787
H -1.341 -0.413 2.551 0.9911 1.6975 0.7996
H 1.920 -0.328 -0.905 -0.4801 0.0461 -0.1961
```
Forces are in eV/Å.

Output
**Net charge**: 0
**Energy**: -552.85496 hartree
**SMILES**: C=C=S.C#C
**ΔE to the lowest compared entry with this formula, charge and spin**: 86.0 kcal/mol

=====

ORCA calculation (ωB97M-V/def2-TZVPD) on C6H7Cl in the gas phase at a distorted geometry.

```
14
Properties=species:S:1:pos:R:3:forces:R:3
C -0.386 -0.145 0.002 1.0943 -0.0238 -0.3671
C -1.459 -1.118 -0.170 -3.6834 1.6957 1.9654
C -2.834 -1.068 0.055 -0.6958 -1.4251 -1.2624
C 0.925 -0.546 0.059 -3.2436 -3.3301 1.9930
C 2.116 0.106 -0.112 6.0096 -0.6616 -0.0372
C 3.377 -0.589 0.038 -1.7806 1.9902 0.4540
H -1.225 -2.121 -0.320 1.2959 -1.3173 -0.4888
H -3.324 -2.163 -0.186 0.9918 3.0254 0.8216
H -3.656 -0.240 0.264 2.4775 -1.5231 -0.4065
H 1.074 -1.641 0.460 -0.5665 1.8314 -1.3868
H 2.145 1.130 -0.488 -0.0156 -0.3094 -0.0460
H 3.421 -1.651 0.701 0.1490 3.1175 -2.4164
H 4.306 0.091 -0.364 -2.0530 -2.3834 1.4915
Cl -0.775 1.574 0.041 0.0203 -0.6864 -0.3143
```
Forces are in eV/Å.

Output
**Net charge**: 0
**Energy**: -692.86567 hartree
**SMILES**: C=C/C=C(\Cl)C=C
**ΔE to the lowest compared entry with this formula, charge and spin**: 74.4 kcal/mol

=====

ORCA calculation (ωB97M-V/def2-TZVPD) on C3H8N2O in the gas phase at a distorted geometry.

```
14
Properties=species:S:1:pos:R:3:forces:R:3
C 0.210 -0.641 2.731 -0.9052 -0.5319 1.5575
C -0.730 -0.195 -0.528 2.1349 1.8935 -0.1590
C -0.430 0.813 -1.655 -2.2828 0.3949 -0.1709
H -0.609 -0.117 3.317 0.8213 -0.3633 -0.8137
H 1.145 0.018 2.825 -1.1994 -1.2741 -0.7673
H 0.290 -1.656 3.220 0.4840 1.2332 -0.3562
H -0.947 -1.191 -0.884 -0.1764 -0.3932 0.4794
H -1.457 0.798 -2.271 2.5543 0.0332 0.5568
H -0.448 1.874 -1.193 0.8355 -1.5936 -0.8155
H 1.583 -0.042 -1.912 -1.5614 0.6121 -0.1060
H 1.250 0.967 -3.270 -2.5181 -2.2966 3.1773
N -0.324 0.118 0.660 -0.6071 -0.4140 -2.5780
N 0.738 0.256 -2.462 1.7507 2.5213 -1.8581
O -0.272 -1.003 1.421 0.6696 0.1786 1.8537
```
Forces are in eV/Å.

Output
**Net charge**: 0
**Energy**: -303.72296 hartree
**SMILES**: CO/N=C/CN
**ΔE to the lowest compared entry with this formula, charge and spin**: 106.2 kcal/mol

=====

ORCA calculation (ωB97M-V/def2-TZVPD) on a molecular structure, C52H48AsMgN3O5P2S4 at a distorted geometry.

```
116
Properties=species:S:1:pos:R:3:forces:R:3
Mg -0.754 1.051 2.905 0.2873 0.9627 -0.3574
C 2.729 -1.183 -7.054 0.8078 0.3186 -0.5691
C 1.516 -0.882 -6.137 0.5660 0.0180 0.8806
C 0.203 -0.967 -6.972 0.4773 -0.8653 -0.2416
C 1.677 0.533 -5.543 -0.6110 0.0250 0.4691
C 2.175 1.621 -6.276 0.2926 -0.7294 -0.2139
C 2.310 2.875 -5.694 -0.3075 -0.0967 -0.2721
C 1.812 3.116 -4.430 -0.8305 -0.8484 0.4990
C 1.190 2.092 -3.672 0.9912 -0.1982 -2.3292
P 0.397 2.358 -2.103 -2.1823 -0.8239 0.9386
C -0.440 3.959 -2.275 0.1385 1.0085 -0.7452
C -0.870 4.522 -3.494 0.5222 -1.3230 -0.1703
C -1.454 5.771 -3.514 -0.8641 0.2964 -0.2421
C -1.720 6.457 -2.339 -0.0646 0.4904 1.3888
C -1.312 5.914 -1.099 0.0019 0.3562 -0.7805
C -0.671 4.682 -1.104 -0.0445 -0.5575 0.4164
C 1.847 2.733 -1.148 0.5194 -0.7154 -0.1308
C 2.400 1.685 -0.401 -0.9729 -0.5782 0.5750
C 3.573 1.870 0.289 0.7326 0.3227 -0.3732
C 4.248 3.086 0.180 -0.1015 -0.0878 0.4740
C 3.718 4.098 -0.617 0.3062 0.2031 0.4263
C 2.525 3.914 -1.318 0.8719 0.7593 0.7172
C 1.188 0.788 -4.235 0.5293 0.9449 -0.3130
O 0.683 -0.192 -3.421 0.3939 -1.1583 -0.6527
C 1.064 -1.517 -3.662 -0.3013 0.3202 0.2467
C 0.906 -2.416 -2.551 -0.0150 0.0530 -1.5102
C 1.192 -3.768 -2.797 0.0948 1.5596 0.8755
C 1.680 -4.149 -4.018 0.2110 -0.8379 -1.3522
C 1.813 -3.275 -5.106 -0.2823 0.9505 0.6975
C 1.499 -1.899 -4.948 -0.2498 -0.6108 0.0198
P 0.203 -1.621 -1.070 1.4620 1.0489 2.9463
C 0.951 -2.452 0.725 -2.2179 0.3757 0.1725
C 0.191 -3.579 1.507 -0.7880 1.2294 -0.6649
C 0.878 -4.868 1.660 0.0853 -0.8027 0.9255
C 2.100 -5.073 1.162 -0.5031 0.4953 0.4831
C 2.874 -3.976 0.605 -0.6973 1.1315 -0.7766
C 2.347 -2.722 0.456 1.2273 -1.5033 -0.0586
C -1.498 -2.132 -1.125 -1.8799 -0.3486 0.2900
C -1.857 -3.448 -1.411 0.4307 -0.2639 -0.4915
C -3.187 -3.760 -1.673 -0.8019 0.4091 0.9496
C -4.201 -2.786 -1.486 0.2956 -0.8309 -0.8003
C -3.863 -1.484 -1.132 -0.1093 -0.7536 -0.1112
C -2.540 -1.181 -0.919 2.2007 0.8392 0.3904
H 2.865 -0.338 -7.806 -0.3202 -1.3699 0.7340
H 2.565 -2.148 -7.590 0.2081 0.7688 0.1982
H 3.728 -1.246 -6.511 -1.4155 0.0310 -0.3653
H 0.338 -0.344 -7.874 -0.3295 -0.0599 0.4224
H -0.698 -0.695 -6.404 0.4130 0.1523 -0.1455
H 0.061 -2.021 -7.322 0.1173 0.7041 0.2434
H 2.494 1.468 -7.330 -0.2191 0.2168 0.9465
H 2.720 3.686 -6.272 0.1201 0.1637 -0.1063
H 1.783 4.121 -4.034 0.2079 0.0288 0.0147
H -0.772 3.906 -4.418 0.0132 0.7878 0.6456
H -1.817 6.187 -4.450 0.0947 -0.0672 -0.0633
H -2.295 7.413 -2.308 0.6528 -0.7853 -0.3325
H -1.449 6.402 -0.111 -0.1180 -0.3541 -0.9212
H -0.417 4.189 -0.159 0.0147 0.5107 -0.1276
H 1.858 0.721 -0.236 0.2558 0.9791 -0.4921
H 3.989 1.056 0.857 0.0543 -0.0805 0.3383
H 5.131 3.258 0.815 -0.3564 -0.0005 -0.5380
H 4.231 5.056 -0.581 -0.1521 -0.0285 -0.3606
H 2.108 4.725 -1.919 0.0934 -0.2381 0.2550
H 1.085 -4.429 -1.949 0.1102 -0.3880 -0.1486
H 1.915 -5.200 -4.184 0.0231 0.1465 0.0359
H 2.143 -3.659 -6.073 -0.0639 0.1130 0.3174
H -0.832 -3.711 1.086 0.4106 -0.1035 0.1762
H 0.432 -5.599 2.362 0.0244 0.2053 -0.8032
H 2.553 -6.034 1.308 0.3780 -0.2680 0.0175
H 3.863 -4.230 0.269 0.4040 0.3049 0.0129
H 2.940 -1.914 0.038 0.1579 -0.0540 0.0861
H -1.032 -4.200 -1.463 -1.0612 0.5065 -0.1426
H -3.485 -4.775 -1.894 0.0555 -0.0914 -0.1362
H -5.252 -3.059 -1.695 0.6783 0.1815 0.1720
H -4.630 -0.736 -1.074 -0.1578 0.3125 0.2692
H -2.193 -0.183 -0.552 -0.5677 -0.7153 -0.5546
S -1.574 6.356 2.061 0.7401 -1.4864 0.7876
As -1.893 4.300 2.905 -0.8851 1.3403 0.2211
S -2.091 2.591 1.434 0.1531 -0.1216 0.5107
S -0.466 3.389 4.359 -0.3278 -0.3742 -0.6342
S -3.780 4.817 3.877 0.0173 -1.1960 0.2281
O 5.177 -0.962 5.697 1.5571 -0.5079 1.1566
C 4.529 -1.778 5.021 1.0410 -0.2143 -0.2421
O 4.713 -2.984 4.769 -0.0552 -0.1482 0.1421
C 3.401 -1.061 4.395 -1.3625 1.3466 0.7252
C 3.162 0.261 4.908 -1.4249 -0.8500 -1.4148
C 2.048 0.879 4.387 -0.1647 -0.0140 -0.1943
N 1.191 0.302 3.512 -0.5153 0.2393 -0.6960
C 1.422 -0.912 3.009 1.9492 -0.0134 1.1581
C 2.536 -1.633 3.489 -0.6522 1.1871 -0.6035
C 0.425 -1.534 2.057 -0.3414 0.7190 -0.4056
O 0.071 -2.808 2.731 -0.1139 -0.5597 -1.0897
O -0.593 -0.716 1.825 -0.0482 -0.1792 0.1793
H 3.706 0.783 5.687 0.3210 -0.5408 -0.4067
H 1.813 1.906 4.631 -0.2704 0.0193 0.1610
H 2.710 -2.607 3.105 0.3111 -0.7515 0.0351
C -5.027 0.337 5.309 -0.2569 1.3782 0.1882
C -3.896 0.958 4.422 0.1709 0.2680 -0.2491
N -2.600 0.226 4.610 -1.3452 -1.0455 0.0981
C -2.806 -1.129 4.006 0.4495 0.7105 -0.3381
C -4.159 -1.724 4.394 0.0236 -1.0581 0.3188
N -4.621 -1.060 5.658 -0.2923 0.3305 0.2721
C -3.488 -0.976 6.633 1.1668 -0.0718 0.3520
C -2.424 0.023 6.055 0.6024 -0.5831 0.0137
H -6.006 0.338 4.793 0.5868 -0.2546 0.0757
H -5.198 0.889 6.263 0.3608 -0.3825 -0.5956
H -3.767 2.040 4.614 -0.0638 -0.2369 0.0216
H -4.175 0.876 3.362 0.1962 0.1087 0.2587
H -1.980 -1.771 4.316 -0.0367 -0.0323 -0.0952
H -2.729 -1.020 2.922 0.0011 -0.1954 0.0330
H -4.044 -2.802 4.621 -0.1712 0.4640 -0.1792
H -4.967 -1.592 3.667 0.2844 0.0675 0.0248
H -5.434 -1.552 6.040 0.4453 0.0536 -0.0106
H -3.001 -1.964 6.703 -0.5257 0.2148 -0.1460
H -3.791 -0.694 7.660 -0.3593 -0.0231 -0.7511
H -1.447 -0.435 6.277 -0.1802 0.2084 -0.3686
H -2.402 0.981 6.543 -0.3316 0.4913 0.1860
```
Forces are in eV/Å.

Output
**Net charge**: -2
**Energy**: -7262.19266 hartree
**ΔE to the lowest compared entry with this formula, charge and spin**: 49.4 kcal/mol

=====

ORCA calculation (ωB97M-V/def2-TZVPD) on a molecular structure, C10H13NPSTi at a distorted geometry.

```
27
Properties=species:S:1:pos:R:3:forces:R:3
C 0.469 0.406 -3.132 -0.2125 0.4908 1.1162
C 0.164 -0.273 -4.285 0.0638 -0.0791 -0.9518
C -0.179 -1.633 -4.403 -0.3331 -0.0532 -0.3445
C -0.261 -2.536 -3.326 0.0130 -0.4170 -0.2898
C 0.015 -2.286 -2.000 0.2844 -0.3430 0.3323
Ti -0.554 -0.476 -1.614 0.5388 0.6500 -0.9369
P 0.149 1.946 -0.680 -0.0384 0.2157 0.1825
H 0.859 1.424 -3.239 0.0488 -0.2125 -0.3610
H 0.230 0.280 -5.234 0.0408 -0.2386 0.0163
H -0.328 -2.045 -5.411 -0.1564 0.2818 0.4282
H 0.124 -3.143 -1.343 0.0421 -0.1599 -0.0097
H -0.509 -3.568 -3.597 0.0934 0.0192 -0.1874
H -0.892 2.524 0.090 0.2722 0.2462 0.0934
H 0.251 2.994 -1.654 0.0316 -0.3567 0.4757
H 1.254 2.310 0.151 -0.4497 0.0471 -0.2535
S -0.386 -1.221 0.677 -0.6166 -0.5209 0.7928
C -0.213 -0.258 2.116 1.7553 0.5185 -0.2856
N -1.183 -0.339 3.099 -1.0466 -0.7999 -0.8262
C -1.069 0.286 4.311 0.8371 1.1337 1.1966
C 0.049 1.059 4.556 -0.9078 -0.3561 0.4215
C 1.067 1.147 3.598 0.8516 0.9291 0.9137
C 0.947 0.451 2.400 -1.0257 -0.9543 -1.0993
H -1.979 -0.938 2.917 0.3261 0.2033 -0.0966
H -1.879 0.151 5.026 0.2218 0.0392 -0.2438
H 0.130 1.587 5.510 -0.0523 -0.2239 -0.3073
H 1.964 1.732 3.795 -0.2266 -0.1163 0.0408
H 1.758 0.416 1.671 -0.3552 0.0568 0.1835
```
Forces are in eV/Å.

Output
**Net charge**: -1
**Energy**: -2032.46128 hartree
**<S²>**: 2.032
**2S+1**: 3

=====

Question: What is the net charge in the second record?
Answer: 0